36
Properties=species:S:1:pos:R:3:forces:R:3:mulliken_charge:R:1 method="wB97M-V/def2-TZVPD" gap_ev=10.55 charge=0 energy_ha=-917.1872 smiles=O.O.O.O.O.O.O.O.O.O.O.O e_above_lowest_kcal_mol=86.67 homo_ev=-10.48
O -0.140 -0.327 0.326 0.473 -0.808 -0.253 -0.49
H 0.794 -0.501 0.162 -0.114 -0.354 0.159 0.23
H -0.322 -0.786 1.154 -0.009 0.129 -0.088 0.27
O -2.806 -0.873 -3.105 -0.102 0.092 -0.173 -0.59
H -3.422 -0.576 -3.784 0.076 -0.035 0.060 0.29
H -3.310 -0.805 -2.286 -0.002 -0.048 0.114 0.32
O 2.813 -1.604 -1.773 -0.024 0.255 0.201 -0.60
H 2.638 -1.746 -0.836 0.061 -0.177 -0.069 0.30
H 2.906 -0.648 -1.852 0.003 -0.049 -0.125 0.30
O 3.876 0.524 2.004 -0.046 -1.491 0.574 -0.62
H 4.543 0.964 2.542 -0.187 -0.005 -0.178 0.28
H 4.252 0.526 1.116 0.030 0.061 0.503 0.34
O -0.823 -3.309 -2.702 0.020 -0.180 -0.122 -0.62
H -1.494 -3.805 -3.185 0.055 0.112 0.080 0.30
H -0.795 -2.455 -3.149 -0.134 0.054 0.153 0.31
O 3.999 2.469 0.690 0.581 1.076 -0.729 -0.58
H 3.995 2.207 -0.237 -0.115 0.314 -0.193 0.33
H 4.465 3.313 0.694 -0.114 0.092 -0.086 0.24
O 2.959 -3.470 3.300 -0.128 -0.163 0.035 -0.62
H 3.115 -4.141 3.974 0.033 0.084 -0.050 0.31
H 2.192 -3.797 2.817 0.082 0.048 0.009 0.31
O 1.389 2.010 -0.279 0.554 -0.311 -0.441 -0.57
H 1.027 1.181 -0.611 -0.408 0.393 0.112 0.22
H 2.056 1.735 0.360 -0.125 0.263 0.374 0.35
O -0.354 3.757 -1.903 -0.403 0.049 -0.137 -0.62
H -0.602 3.596 -0.985 0.334 -0.083 0.022 0.28
H -0.733 3.011 -2.382 0.089 0.058 0.032 0.31
O -4.364 0.549 2.476 -0.022 0.116 0.085 -0.61
H -3.779 0.718 3.222 -0.086 -0.108 -0.018 0.31
H -5.119 1.126 2.634 0.035 -0.024 -0.031 0.32
O -5.033 -1.398 -0.419 0.055 -0.070 0.005 -0.62
H -4.349 -1.992 -0.091 -0.026 0.035 -0.026 0.32
H -5.428 -1.032 0.381 0.128 0.066 -0.045 0.30
O -1.368 1.698 1.101 -0.459 0.611 0.288 -0.51
H -2.058 2.192 0.643 -0.081 -0.092 0.094 0.28
H -1.745 1.520 1.970 -0.026 0.089 -0.138 0.24